P | This record from the OMol25 dataset describes a single C2H3N3O molecule. The level of theory is the ωB97M-V functional and the def2-TZVPD basis.

Orbital gap (alpha / beta): 8.367 / 8.366 eV
HOMO (alpha / beta): -8.81 / -8.80 eV
LUMO (alpha / beta): -0.0162 / -0.0161 hartree
SMILES: Oc1nc[nH]n1

Geometry as ORCA input:
```
! RIJCOSX wB97M-V def2-TZVPD def2/J DEFGRID3
* xyz 0 1
O -1.706 0.521 0.311
C -0.856 -0.688 0.295
N -0.398 -0.341 -0.972
C 0.774 0.131 -0.735
N 1.116 -0.116 0.564
N 0.112 -0.666 1.247
H -2.420 0.347 -0.306
H 1.382 0.719 -1.405
H 1.996 0.092 1.002
*
```

=====

Q | This record from the OMol25 dataset describes a single C2H3N3O molecule. The level of theory is the ωB97M-V functional and the def2-TZVPD basis.

Orbital gap: 10.093 eV
HOMO: -9.40 eV
LUMO: 0.0255 hartree
SMILES: O/N=C/N1C=N1

Geometry as ORCA input:
```
! RIJCOSX wB97M-V def2-TZVPD def2/J DEFGRID3
* xyz 0 1
O -2.216 0.213 -0.007
N -0.925 0.658 0.195
C -0.248 -0.430 0.195
N 1.074 -0.418 0.642
C 1.916 -0.058 -0.397
N 1.716 0.977 0.257
H -2.881 0.949 0.018
H -0.749 -1.391 0.352
H 2.314 -0.500 -1.255
*
```

=====

Result of the stability comparison: Q is the least stable of them.

=====

P | This record from the OMol25 dataset describes a single C2H3N3O molecule. The level of theory is the ωB97M-V functional and the def2-TZVPD basis.

Orbital gap: 9.437 eV
HOMO: -8.83 eV
LUMO: 0.0222 hartree

Geometry as ORCA input:
```
! RIJCOSX wB97M-V def2-TZVPD def2/J DEFGRID3
* xyz 0 1
N -1.499 -0.026 0.102
C -0.325 -0.693 -0.047
C 0.823 0.189 -0.490
N 1.623 0.689 0.395
N 2.306 1.155 1.176
O -0.210 -1.889 0.134
H -2.327 -0.551 0.343
H -1.575 0.956 -0.104
H 1.184 0.171 -1.510
*
```

=====

Q | This record from the OMol25 dataset describes a 2-piece molecular cluster, C2H3N3O overall. The level of theory is the ωB97M-V functional and the def2-TZVPD basis.

Orbital gap (alpha / beta): 9.353 / 9.378 eV
HOMO (alpha / beta): -10.49 / -10.49 eV
LUMO (alpha / beta): -0.0417 / -0.0411 hartree

Geometry as ORCA input:
```
! RIJCOSX wB97M-V def2-TZVPD def2/J DEFGRID3
* xyz 0 1
C 1.939 -1.026 -0.220
C 1.153 0.120 -0.136
N 1.994 1.171 0.031
N 3.240 0.753 0.135
N -1.064 0.559 -0.215
O 3.216 -0.657 -0.026
H 1.608 -2.134 -0.190
H -0.649 1.482 -0.521
H -1.329 0.533 0.722
*
```

=====

Result of the stability comparison: Q is the least stable of them.

=====

P | This record from the OMol25 dataset describes a single C2H3N3O molecule. The level of theory is the ωB97M-V functional and the def2-TZVPD basis.

Orbital gap: 9.901 eV
HOMO: -9.11 eV
LUMO: 0.0291 hartree
SMILES: [H]/N=c1\[nH]nco1

Geometry as ORCA input:
```
! RIJCOSX wB97M-V def2-TZVPD def2/J DEFGRID3
* xyz 0 1
H 0.206 0.394 2.558
N -0.293 0.856 1.797
C -0.163 0.333 0.667
N 0.328 -0.861 0.131
N 0.301 -0.899 -1.282
C -0.272 0.185 -1.491
O -0.546 0.991 -0.501
H 1.082 -1.395 0.673
H -0.644 0.395 -2.551
*
```

=====

Q | This record from the OMol25 dataset describes a single C2H3N3O molecule. The level of theory is the ωB97M-V functional and the def2-TZVPD basis.

Orbital gap (alpha / beta): 8.114 / 8.092 eV
HOMO (alpha / beta): -8.84 / -8.81 eV
LUMO (alpha / beta): -0.0265 / -0.0266 hartree

Geometry as ORCA input:
```
! RIJCOSX wB97M-V def2-TZVPD def2/J DEFGRID3
* xyz 0 1
O -2.039 -0.481 -0.668
C -0.807 -0.252 -0.276
N 0.155 -1.241 0.010
N 1.242 -0.568 0.212
N 1.202 0.765 0.094
C -0.040 1.000 -0.256
H -1.354 -0.192 0.738
H 2.088 -1.022 0.531
H -0.424 2.002 -0.383
*
```

=====

Result of the stability comparison: Q is the least stable of them.

=====

P | This record from the OMol25 dataset describes C10H16Cl2MgO8 as an isolated structure. The level of theory is the ωB97M-V functional and the def2-TZVPD basis.

Orbital gap: 2.203 eV
HOMO: -2.84 eV
LUMO: -0.0235 hartree

Geometry as ORCA input:
```
! RIJCOSX wB97M-V def2-TZVPD def2/J DEFGRID3
* xyz -2 1
Mg 1.765 -0.372 0.501
C 0.310 4.723 -3.909
C 0.366 4.011 -2.628
O 0.870 2.911 -2.439
O -0.155 4.556 -1.632
H 0.342 3.937 -4.663
H 1.207 5.277 -4.187
H -0.556 5.378 -4.002
C -5.271 -0.272 2.328
C -4.159 0.815 2.515
O -4.335 1.922 3.020
O -2.988 0.572 2.233
H -5.005 -0.713 1.368
H -6.271 0.158 2.269
H -5.268 -1.007 3.133
C 5.246 4.204 5.147
C 3.888 3.703 4.614
O 2.877 4.272 5.051
O 3.761 2.874 3.709
H 5.289 4.477 6.202
H 5.563 5.111 4.632
H 6.011 3.441 5.008
C 4.458 -5.896 1.043
C 3.912 -4.443 0.984
O 4.134 -3.685 0.039
O 3.068 -3.973 1.745
H 4.288 -6.290 2.045
H 5.538 -5.806 0.923
H 4.135 -6.564 0.245
Cl -4.885 -4.634 -3.593
C -4.920 -2.923 -4.307
C -3.490 -2.635 -4.686
Cl -2.368 -2.881 -3.365
H -5.344 -2.228 -3.583
H -5.499 -3.010 -5.227
H -3.326 -1.639 -5.097
H -3.190 -3.369 -5.434
*
```

=====

Q | This record from the OMol25 dataset describes C10H16Cl2MgO8 as an isolated structure. The level of theory is the ωB97M-V functional and the def2-TZVPD basis.

Orbital gap: 6.180 eV
HOMO: -1.95 eV
LUMO: 0.1556 hartree

Geometry as ORCA input:
```
! RIJCOSX wB97M-V def2-TZVPD def2/J DEFGRID3
* xyz -2 1
Mg 0.577 0.291 0.655
C 1.317 0.755 -2.922
C 2.217 -0.049 -1.982
O 3.147 -0.698 -2.492
O 1.940 -0.119 -0.731
H 0.466 1.149 -2.359
H 0.941 0.100 -3.709
H 1.772 1.611 -3.424
C 1.418 3.661 2.020
C 2.365 2.448 2.204
O 1.961 1.326 1.789
O 3.495 2.635 2.692
H 1.826 4.586 2.424
H 0.442 3.405 2.443
H 1.202 3.797 0.957
C -2.772 2.226 0.835
C -1.523 1.457 0.687
O -0.697 1.600 -0.259
O -1.071 0.698 1.606
H -2.758 3.101 1.485
H -3.689 1.701 1.099
H -2.895 2.646 -0.172
C 1.300 -3.398 2.910
C 1.622 -2.449 1.771
O 0.959 -1.373 1.621
O 2.565 -2.785 1.034
H 1.459 -2.967 3.901
H 1.883 -4.316 2.855
H 0.246 -3.686 2.822
Cl -1.534 -1.488 -4.228
C -2.876 -1.946 -3.054
C -2.343 -2.532 -1.760
Cl -0.964 -1.653 -1.074
H -3.458 -2.691 -3.592
H -3.398 -0.996 -3.004
H -2.016 -3.531 -2.044
H -3.127 -2.518 -1.006
*
```

=====

Result of the stability comparison: P is the least stable of them.

=====

P | This record from the OMol25 dataset describes a single C7H8O molecule. The level of theory is the ωB97M-V functional and the def2-TZVPD basis.

Orbital gap: 8.697 eV
HOMO: -8.25 eV
LUMO: 0.0165 hartree
SMILES: CC#C/C=C/[C@@H]1CO1

Geometry as ORCA input:
```
! RIJCOSX wB97M-V def2-TZVPD def2/J DEFGRID3
* xyz 0 1
C 4.265 -0.143 -0.054
C 2.742 0.072 -0.029
C 1.501 -0.027 0.229
C 0.163 -0.279 -0.050
C -0.821 0.752 -0.022
C -2.300 0.677 -0.087
C -2.780 -0.425 0.705
O -2.687 -0.569 -0.786
H 4.846 0.787 0.637
H 4.549 0.169 -1.187
H 4.791 -1.087 0.407
H -0.029 -1.378 -0.188
H -0.592 1.736 0.238
H -2.740 1.737 -0.205
H -3.793 -0.344 0.884
H -2.150 -0.826 1.547
*
```

=====

Q | This record from the OMol25 dataset describes a single C7H8O molecule. The level of theory is the ωB97M-V functional and the def2-TZVPD basis.

Orbital gap: 8.800 eV
HOMO: -7.89 eV
LUMO: 0.0333 hartree
SMILES: C=C1OC=C[C@@H]2C[C@@H]12

Geometry as ORCA input:
```
! RIJCOSX wB97M-V def2-TZVPD def2/J DEFGRID3
* xyz 0 1
C -0.552 -1.365 -2.118
C -0.406 -0.696 -0.881
O -1.537 -0.150 -0.320
C -1.581 0.821 0.633
C -0.547 0.990 1.521
C 0.662 0.151 1.128
C 1.955 0.207 0.256
C 0.597 0.257 -0.394
H 0.144 -1.843 -2.629
H -1.519 -1.851 -2.163
H -2.608 1.172 0.820
H -0.496 1.429 2.433
H 0.847 -0.915 1.649
H 2.397 -0.817 0.153
H 2.531 1.189 0.326
H 0.114 1.417 -0.413
*
```

=====

R | This record from the OMol25 dataset describes a single C7H8O molecule. The level of theory is the ωB97M-V functional and the def2-TZVPD basis.

Orbital gap: 10.126 eV
HOMO: -9.07 eV
LUMO: 0.0390 hartree
SMILES: C1=C[C@H]2O[C@@H]2[C@H]2C[C@@H]12

Geometry as ORCA input:
```
! RIJCOSX wB97M-V def2-TZVPD def2/J DEFGRID3
* xyz 0 1
C -1.217 0.515 0.606
C -0.933 -0.372 1.557
C 0.511 -0.767 1.463
O 1.349 -1.880 1.113
C 0.759 -1.077 0.043
C 1.014 0.138 -0.779
C -0.063 0.387 -1.813
C -0.213 1.000 -0.456
H -2.174 1.030 0.572
H -1.581 -0.552 2.445
H 1.215 0.011 1.806
H -0.084 -1.636 -0.395
H 2.022 0.556 -0.848
H 0.204 1.000 -2.679
H -0.697 -0.452 -2.124
H -0.112 2.100 -0.510
*
```

=====

Result of the stability comparison: Q is the least stable of them.

=====

P | This record from the OMol25 dataset describes a 8-piece molecular cluster, C29H81N7O8 overall. The level of theory is the ωB97M-V functional and the def2-TZVPD basis.

Orbital gap: 9.373 eV
HOMO: -8.78 eV
LUMO: 0.0217 hartree
SMILES: COC[C@H](C)N.COC[C@H](C)N.COC[C@H](C)N.COC[C@H](C)N.COC[C@H](C)N.COC[C@H](C)N.COC[C@H](C)N.CO

Geometry as ORCA input:
```
! RIJCOSX wB97M-V def2-TZVPD def2/J DEFGRID3
* xyz 0 1
C -0.615 -5.550 -11.851
O -0.211 -4.157 -12.062
C -0.386 -3.342 -10.836
C 0.953 -3.074 -10.095
C 1.886 -4.224 -9.778
N 0.857 -2.420 -8.789
H -1.439 -5.700 -11.154
H 0.271 -6.054 -11.466
H -0.798 -5.993 -12.831
H -0.905 -2.413 -11.070
H -1.137 -3.770 -10.173
H 1.440 -2.283 -10.666
H 1.639 -4.745 -8.853
H 2.908 -3.884 -9.946
H 1.800 -4.958 -10.580
H 1.735 -2.322 -8.301
H 0.252 -1.613 -8.828
C -7.332 7.328 1.441
O -8.400 6.801 2.291
C -9.227 7.874 2.730
C -10.714 7.511 2.578
C -11.008 7.557 1.046
N -11.589 8.564 3.160
H -6.925 6.475 0.898
H -6.555 7.789 2.051
H -7.573 8.009 0.625
H -8.842 7.965 3.746
H -9.032 8.861 2.311
H -10.794 6.464 2.873
H -11.349 8.488 0.593
H -11.881 6.933 0.852
H -10.144 7.117 0.549
H -11.300 9.448 2.766
H -11.470 8.595 4.163
C 4.017 -7.139 0.941
O 3.088 -7.284 -0.101
C 2.197 -8.336 0.013
C 1.263 -8.506 -1.210
C 1.893 -8.218 -2.600
N 0.224 -7.572 -1.044
H 4.903 -7.763 1.063
H 3.641 -6.920 1.940
H 4.491 -6.245 0.535
H 2.603 -9.343 0.109
H 1.555 -8.147 0.874
H 0.807 -9.493 -1.288
H 2.898 -8.634 -2.671
H 2.251 -7.195 -2.483
H 1.282 -8.290 -3.499
H 0.409 -6.597 -1.235
H 0.022 -7.508 -0.056
C -7.434 -1.154 3.652
O -6.970 -2.380 4.267
C -5.686 -2.275 4.934
C -4.898 -3.601 4.812
C -3.461 -3.477 5.314
N -4.782 -4.012 3.476
H -6.933 -1.028 2.692
H -7.230 -0.240 4.210
H -8.496 -1.247 3.427
H -5.134 -1.481 4.432
H -5.820 -1.957 5.968
H -5.553 -4.342 5.270
H -3.533 -3.066 6.320
H -2.841 -2.725 4.826
H -3.005 -4.454 5.474
H -4.616 -3.201 2.896
H -5.678 -4.311 3.118
C 12.884 2.261 2.695
O 12.558 1.280 3.686
C 13.211 -0.006 3.554
C 12.553 -1.029 2.592
C 11.254 -1.628 3.125
N 13.542 -2.186 2.490
H 12.475 1.952 1.733
H 13.928 2.556 2.581
H 12.249 3.123 2.898
H 14.255 0.260 3.388
H 13.210 -0.430 4.559
H 12.385 -0.592 1.608
H 10.532 -0.814 3.186
H 11.322 -2.104 4.103
H 10.898 -2.310 2.352
H 14.406 -1.828 2.109
H 13.732 -2.523 3.422
C 0.030 6.497 5.388
O 1.120 7.432 5.055
C 0.713 8.385 3.992
C 1.998 9.154 3.556
C 2.768 9.985 4.594
N 1.755 9.957 2.313
H -0.897 6.975 5.705
H 0.317 5.721 6.097
H -0.368 6.067 4.469
H 0.251 7.868 3.151
H -0.046 9.028 4.436
H 2.644 8.355 3.192
H 3.735 10.325 4.222
H 3.025 9.445 5.505
H 2.271 10.926 4.827
H 1.263 9.331 1.691
H 1.136 10.734 2.495
C 2.459 0.971 1.061
O 1.264 1.017 0.179
C 1.044 -0.344 -0.222
C -0.109 -0.294 -1.246
C -1.443 0.168 -0.612
N -0.300 -1.572 -1.885
H 2.177 0.387 1.938
H 2.762 2.005 1.228
H 3.370 0.485 0.713
H 1.923 -0.749 -0.724
H 0.856 -1.042 0.594
H 0.166 0.408 -2.033
H -1.477 1.234 -0.387
H -1.642 -0.461 0.256
H -2.279 -0.036 -1.280
H 0.375 -1.623 -2.635
H -1.197 -1.542 -2.348
C -5.685 -5.057 -5.937
O -5.738 -3.889 -5.149
H -6.650 -5.564 -5.929
H -5.436 -4.883 -6.984
H -4.937 -5.739 -5.535
H -6.198 -3.178 -5.601
*
```

=====

Q | This record from the OMol25 dataset describes a 8-piece molecular cluster, C29H81N7O8 overall. The level of theory is the ωB97M-V functional and the def2-TZVPD basis.

Orbital gap: 9.248 eV
HOMO: -8.87 eV
LUMO: 0.0138 hartree
SMILES: COC[C@H](C)N.COC[C@H](C)N.COC[C@H](C)N.COC[C@H](C)N.COC[C@H](C)N.COC[C@H](C)N.COC[C@H](C)N.CO

Geometry as ORCA input:
```
! RIJCOSX wB97M-V def2-TZVPD def2/J DEFGRID3
* xyz 0 1
C 14.065 11.861 -4.724
O 14.605 12.212 -5.980
C 15.161 11.199 -6.746
C 15.770 11.688 -8.126
C 16.380 10.666 -9.080
N 16.932 12.434 -7.866
H 14.892 11.583 -4.071
H 13.433 10.984 -4.865
H 13.467 12.680 -4.324
H 15.793 10.685 -6.023
H 14.384 10.508 -7.075
H 15.160 12.402 -8.679
H 15.575 10.120 -9.571
H 17.160 10.012 -8.691
H 16.803 11.185 -9.940
H 16.648 13.298 -7.428
H 17.385 11.876 -7.157
C 5.543 -0.346 1.105
O 4.141 -0.164 0.728
C 3.532 0.972 1.428
C 3.285 2.093 0.368
C 2.945 3.454 1.088
N 2.169 1.897 -0.537
H 5.986 -1.011 0.364
H 5.625 -0.877 2.053
H 6.147 0.555 0.996
H 2.485 0.781 1.664
H 4.036 1.324 2.328
H 4.010 2.084 -0.447
H 3.822 3.730 1.673
H 2.072 3.253 1.710
H 2.830 4.315 0.431
H 2.086 2.776 -1.029
H 2.397 1.256 -1.283
C 12.780 8.568 2.469
O 11.582 8.889 3.140
C 10.754 9.849 2.505
C 9.532 10.056 3.457
C 8.525 8.945 3.369
N 8.742 11.259 3.204
H 12.560 8.309 1.433
H 13.239 7.770 3.052
H 13.497 9.387 2.538
H 11.288 10.792 2.392
H 10.378 9.628 1.506
H 9.968 10.071 4.456
H 8.237 8.793 2.329
H 7.600 9.035 3.939
H 9.047 8.016 3.602
H 8.594 11.307 2.206
H 9.324 12.072 3.349
C 7.737 5.778 -2.505
O 6.425 6.182 -2.933
C 6.434 7.469 -3.613
C 5.021 7.969 -3.823
C 4.222 7.058 -4.783
N 4.930 9.354 -4.162
H 7.607 4.896 -1.878
H 8.391 6.498 -2.015
H 8.190 5.386 -3.416
H 7.137 8.110 -3.083
H 6.843 7.319 -4.612
H 4.453 7.877 -2.897
H 3.157 7.288 -4.806
H 4.331 6.057 -4.366
H 4.575 7.088 -5.814
H 3.965 9.559 -4.382
H 5.359 9.462 -5.070
C -4.888 15.218 -2.823
O -3.549 15.129 -2.988
C -3.190 14.069 -3.840
C -1.660 14.142 -4.214
C -1.241 15.480 -4.879
N -1.429 13.059 -5.162
H -5.446 15.384 -3.744
H -4.842 16.162 -2.280
H -5.255 14.410 -2.190
H -3.236 13.067 -3.413
H -3.844 14.113 -4.711
H -1.192 13.983 -3.242
H -1.886 15.817 -5.690
H -0.236 15.301 -5.263
H -1.196 16.337 -4.207
H -2.251 12.485 -5.277
H -1.392 13.469 -6.084
C 6.872 12.781 -8.891
O 5.797 11.953 -9.265
C 4.804 12.732 -9.932
C 3.745 11.717 -10.398
C 4.229 11.052 -11.678
N 2.573 12.489 -10.774
H 7.350 13.398 -9.652
H 7.648 12.115 -8.513
H 6.524 13.409 -8.070
H 4.461 13.486 -9.224
H 5.226 13.269 -10.782
H 3.534 11.033 -9.575
H 3.630 10.324 -12.225
H 5.197 10.556 -11.606
H 4.397 11.885 -12.360
H 2.014 12.052 -11.493
H 2.841 13.371 -11.185
C -2.499 2.775 -8.380
O -2.650 3.819 -9.404
C -3.199 5.086 -8.970
C -3.388 5.992 -10.230
C -2.018 6.315 -10.862
N -4.268 7.145 -9.938
H -1.644 2.901 -7.716
H -2.338 1.809 -8.860
H -3.306 2.590 -7.672
H -4.195 4.800 -8.632
H -2.747 5.696 -8.188
H -3.999 5.408 -10.918
H -1.618 5.417 -11.333
H -1.326 6.577 -10.061
H -1.932 7.153 -11.554
H -5.138 6.715 -9.661
H -4.437 7.725 -10.748
C 6.238 15.015 -1.931
O 6.578 13.659 -1.685
H 5.166 15.146 -2.077
H 6.648 15.737 -1.225
H 6.597 15.297 -2.921
H 6.014 13.216 -2.322
*
```

=====

Result of the stability comparison: P is the least stable of them.